No. 1
The following is a quantum chemistry calculation of a molecular structure, C36H39N7O2S2Zn, from the OMol25 dataset.

Each line ends with the Mulliken charge.
Element x y z (Å)
Zn  0.84  -0.36  0.71  1.438
C  3.49  -0.61  2.46  -1.011
N  3.17  0.02  1.17  -0.152
C  3.32  1.48  1.18  -1.609
C  2.12  2.05  1.86  0.499
N  0.97  1.42  1.91  1.149
C  0.11  2.23  2.66  -0.681
C  -1.20  2.02  3.07  -0.652
C  -1.80  3.02  3.81  -1.068
C  -1.11  4.19  4.16  -0.560
C  0.20  4.40  3.78  -1.156
C  0.80  3.39  3.03  1.146
N  2.08  3.24  2.52  -0.047
C  2.42  -1.59  2.86  0.067
N  1.23  -1.63  2.33  0.945
C  0.54  -2.64  3.00  -0.467
C  -0.76  -3.11  2.83  -0.183
C  -1.18  -4.14  3.65  -0.875
C  -0.32  -4.70  4.61  -0.520
C  0.97  -4.24  4.79  -1.170
C  1.38  -3.20  3.96  0.604
N  2.57  -2.51  3.84  -0.095
H  4.46  -1.09  2.45  0.616
H  3.53  0.16  3.24  0.298
H  3.73  -0.39  0.43  0.367
H  4.24  1.82  1.66  0.550
H  3.35  1.82  0.14  0.372
H  -1.71  1.10  2.84  0.758
H  -2.82  2.89  4.16  0.474
H  -1.62  4.95  4.74  0.420
H  0.74  5.29  4.07  0.458
H  2.85  3.88  2.62  0.237
H  -1.42  -2.68  2.08  0.579
H  -2.18  -4.53  3.55  0.467
H  -0.69  -5.50  5.23  0.406
H  1.62  -4.67  5.53  0.439
H  3.41  -2.66  4.38  0.242
O  -1.22  -0.50  0.54  -0.983
S  -2.72  -0.35  0.61  0.048
C  -3.03  1.22  -0.23  -0.859
C  -2.28  1.35  -1.56  0.281
C  -1.82  2.79  -1.79  -1.426
C  -0.66  3.21  -0.89  -0.171
S  0.99  2.53  -1.24  -0.003
O  0.97  1.03  -1.03  -0.401
C  1.07  2.76  -3.00  0.650
C  1.48  4.00  -3.47  -0.449
C  1.52  4.22  -4.83  -0.750
C  1.17  3.20  -5.71  -0.527
C  0.77  1.96  -5.22  -0.981
C  0.72  1.73  -3.86  -0.213
C  -3.36  -1.48  -0.60  0.700
C  -2.49  -2.14  -1.46  -0.011
C  -3.02  -3.02  -2.39  -0.685
C  -4.39  -3.23  -2.46  -0.560
C  -5.25  -2.57  -1.58  -0.746
C  -4.73  -1.70  -0.64  -0.690
H  -2.71  1.96  0.50  0.601
H  -4.11  1.31  -0.34  0.640
H  -2.93  1.03  -2.38  0.515
H  -1.41  0.68  -1.55  -0.407
H  -2.64  3.48  -1.60  0.490
H  -1.54  2.93  -2.83  0.430
H  -0.82  2.97  0.16  -0.144
H  -0.49  4.29  -0.95  0.777
H  1.78  4.78  -2.77  0.480
H  1.84  5.18  -5.22  0.434
H  1.21  3.38  -6.78  0.417
H  0.50  1.18  -5.92  0.457
H  0.40  0.78  -3.46  0.321
H  -1.42  -1.98  -1.38  0.083
H  -2.36  -3.55  -3.07  0.479
H  -4.80  -3.91  -3.19  0.416
H  -6.31  -2.74  -1.63  0.429
H  -5.39  -1.19  0.07  0.474
C  2.25  -3.03  -3.93  -0.861
N  1.75  -2.83  -2.57  0.186
C  1.38  -3.81  -1.69  -0.530
C  1.02  -3.17  -0.54  -0.845
N  1.18  -1.81  -0.71  0.819
C  1.62  -1.65  -1.95  -0.917
H  1.97  -4.03  -4.26  0.317
H  3.33  -2.93  -3.97  0.322
H  1.79  -2.31  -4.60  0.348
H  1.39  -4.85  -1.95  0.473
H  0.66  -3.59  0.38  0.462
H  1.84  -0.70  -2.41  0.825

The calculation puts the lowest unoccupied orbital energy at -4.181 eV. The energy relative to the best compared isomer or geometry (same formula, charge and spin) comes out at 0.000 eV. Its spin multiplicity is 1. As for the charge: +2. For the total energy, the calculation gives -122570.6979 eV. The value obtained for the frontier orbital gap is 9.20 eV.

No. 2
The following is a quantum chemistry calculation of 9 unconnected molecules or ions with the total composition C36H40BF4O20 in a non-equilibrium geometry, from the OMol25 dataset.

Each line ends with the Mulliken charge.
Element x y z (Å)
B  -0.03  1.08  0.87  0.256
F  -0.57  0.46  2.01  -0.289
F  0.32  2.32  1.14  -0.354
F  1.09  0.34  0.50  -0.306
F  -0.96  1.00  -0.17  -0.272
C  5.04  4.78  -0.97  -1.027
C  5.73  3.78  -0.06  0.249
C  5.00  2.89  0.75  0.859
O  5.45  2.17  1.61  -0.650
C  3.53  2.89  0.51  -0.350
C  2.78  3.82  -0.43  0.538
C  3.63  4.79  -1.18  0.530
O  3.04  5.50  -2.04  -0.601
O  1.47  3.72  -0.66  -0.382
O  7.10  3.84  0.14  -0.552
H  5.55  5.53  -1.55  0.426
H  2.78  2.14  0.91  0.244
H  1.25  3.19  0.14  0.383
H  7.33  3.26  0.86  0.347
C  4.96  -3.85  1.95  -0.782
C  3.62  -3.28  1.46  0.396
C  2.95  -4.03  0.36  0.837
O  1.88  -3.62  -0.10  -0.510
C  3.53  -5.19  -0.23  -0.834
C  4.92  -5.62  0.26  0.383
C  5.70  -4.99  1.38  0.584
O  6.77  -5.37  1.70  -0.556
O  5.49  -6.82  -0.35  -0.558
O  3.16  -2.15  2.00  -0.435
H  5.47  -3.43  2.85  0.339
H  3.08  -5.67  -1.09  0.464
H  6.37  -7.04  0.11  0.358
H  2.32  -1.68  1.72  0.264
C  -4.56  1.09  -6.12  -0.709
C  -4.52  -0.34  -5.79  0.224
C  -4.00  -0.77  -4.50  0.823
O  -4.24  -1.93  -4.04  -0.708
C  -3.20  0.09  -3.72  -1.235
C  -3.10  1.55  -4.24  0.590
C  -3.71  2.05  -5.46  0.389
O  -3.63  3.17  -5.85  -0.505
O  -2.50  2.53  -3.44  -0.452
O  -5.27  -1.20  -6.56  -0.595
H  -5.11  1.24  -6.97  0.500
H  -2.82  -0.15  -2.81  0.910
H  -2.15  2.10  -2.53  0.337
H  -5.58  -2.12  -5.97  0.421
C  -3.56  -5.78  0.40  -0.831
C  -2.50  -6.08  -0.65  0.006
C  -1.56  -5.10  -0.98  1.060
O  -0.79  -5.25  -1.88  -0.608
C  -1.63  -3.83  -0.20  -0.970
C  -2.58  -3.58  0.93  0.831
C  -3.64  -4.65  1.21  0.371
O  -4.43  -4.55  2.17  -0.609
O  -2.57  -2.49  1.69  -0.380
O  -2.43  -7.29  -1.35  -0.544
H  -4.18  -6.55  0.70  0.506
H  -0.94  -3.04  -0.36  0.518
H  -1.80  -1.80  1.52  0.262
H  -1.72  -7.08  -1.92  0.356
C  -6.13  -0.24  1.59  -1.155
C  -5.63  0.78  0.71  0.662
O  -5.91  0.90  -0.49  -0.603
C  -4.54  1.69  1.14  -0.547
H  -6.93  0.16  2.16  0.358
H  -5.43  -0.88  2.26  0.263
H  -6.12  -1.23  1.07  0.330
H  -4.43  2.68  0.89  0.194
H  -3.47  1.50  0.86  0.174
H  -4.52  1.78  2.26  0.310
C  -1.01  0.31  5.31  -0.238
C  0.43  0.69  5.75  0.524
O  0.60  0.89  6.95  -0.578
C  1.49  0.79  4.72  -0.387
H  -1.08  0.78  4.26  -0.170
H  -1.97  0.64  5.87  0.319
H  -1.10  -0.78  4.92  0.191
H  1.21  1.75  4.08  0.101
H  1.45  0.13  3.79  -0.043
H  2.47  0.40  5.16  0.349
C  -2.99  5.94  0.07  -0.931
C  -2.54  6.08  1.54  0.587
O  -2.30  7.08  2.02  -0.489
C  -2.40  4.71  2.27  -0.480
H  -2.22  5.41  -0.53  0.255
H  -3.46  6.94  -0.15  0.322
H  -3.79  5.21  0.10  0.263
H  -1.86  4.03  1.69  -0.071
H  -3.56  4.41  2.43  0.143
H  -1.99  4.87  3.24  0.396
C  3.76  0.42  -1.71  -0.227
C  4.53  0.04  -2.93  0.645
O  4.37  0.63  -3.97  -0.578
C  5.58  -1.06  -2.77  -1.012
H  3.27  -0.58  -1.30  0.125
H  3.26  1.39  -1.91  0.209
H  4.41  0.80  -0.92  0.017
H  6.26  -1.09  -1.85  0.296
H  6.38  -0.91  -3.57  0.308
H  4.95  -2.04  -2.66  0.212

The calculation puts the lowest unoccupied orbital energy at -0.561 eV. The energy relative to the best compared isomer or geometry (same formula, charge and spin) comes out at 0.000 eV. Its spin multiplicity is 1. As for the charge: -1. For the total energy, the calculation gives -90469.8307 eV. The value obtained for the frontier orbital gap is 6.47 eV.

No. 3
The following is a quantum chemistry calculation of a molecular structure, C36H40CdP2 in a non-equilibrium geometry, from the OMol25 dataset.

Each line ends with the Mulliken charge.
Element x y z (Å)
Cd  -0.07  0.50  2.41  1.436
C  -1.74  0.77  -3.57  -0.285
C  -1.75  -0.53  -3.26  -0.128
C  -1.00  -1.60  -4.02  -0.759
C  0.41  -1.20  -4.53  -1.233
C  1.23  -0.38  -3.60  0.008
C  1.25  0.96  -3.57  -0.541
C  0.43  1.85  -4.44  -1.074
C  -1.01  1.35  -4.74  -1.001
C  1.38  0.11  4.05  -1.852
H  -2.34  1.49  -2.99  0.392
H  -2.42  -0.89  -2.47  0.505
H  -1.58  -1.92  -4.91  0.410
H  -0.92  -2.48  -3.37  0.252
H  0.95  -2.15  -4.69  0.444
H  0.32  -0.70  -5.50  0.301
H  1.93  -0.96  -2.99  0.895
H  2.00  1.51  -3.00  0.559
H  0.94  2.00  -5.41  0.316
H  0.37  2.83  -3.94  0.357
H  -1.57  2.24  -5.09  0.484
H  -0.97  0.63  -5.57  0.319
H  1.29  0.97  4.73  0.379
H  2.43  -0.10  3.84  0.535
H  0.92  -0.78  4.51  0.395
P  -1.61  -0.72  0.95  0.806
P  1.93  -0.07  0.95  0.157
C  -0.44  -0.95  -0.37  0.043
C  0.93  -0.76  -0.36  -0.499
C  -2.47  -2.22  1.40  -0.036
C  -2.83  -3.06  0.33  -0.024
C  -3.56  -4.22  0.59  -0.607
C  -3.90  -4.55  1.91  -0.489
C  -3.52  -3.72  2.98  -0.533
C  -2.79  -2.55  2.74  -0.416
C  -2.76  0.65  0.62  1.016
C  -2.29  1.98  0.48  -0.501
C  -3.20  3.02  0.41  -0.741
C  -4.57  2.76  0.43  -0.638
C  -5.04  1.44  0.52  -0.552
C  -4.14  0.39  0.63  -0.644
C  3.31  -1.13  1.37  0.556
C  3.08  -2.40  1.96  -0.500
C  4.18  -3.20  2.29  -0.534
C  5.48  -2.74  2.05  -0.512
C  5.69  -1.48  1.48  -0.548
C  4.62  -0.66  1.15  -0.445
C  2.47  1.65  0.69  0.479
C  2.64  2.55  1.77  -0.537
C  2.99  3.87  1.49  -0.579
C  3.19  4.29  0.18  -0.543
C  3.03  3.39  -0.89  -0.371
C  2.67  2.07  -0.63  -0.438
H  -0.91  -1.30  -1.30  -0.475
H  1.52  -1.12  -1.21  0.374
H  -2.55  -2.79  -0.69  0.122
H  -3.86  -4.86  -0.24  0.419
H  -4.48  -5.46  2.11  0.363
H  -3.79  -3.98  4.00  0.396
H  -2.49  -1.89  3.55  0.410
H  -1.21  2.19  0.50  0.255
H  -2.84  4.05  0.36  0.410
H  -5.29  3.58  0.36  0.359
H  -6.10  1.22  0.52  0.380
H  -4.48  -0.64  0.75  0.352
H  2.06  -2.74  2.17  0.402
H  4.02  -4.17  2.75  0.382
H  6.34  -3.37  2.30  0.362
H  6.70  -1.11  1.31  0.375
H  4.76  0.34  0.73  0.389
H  2.47  2.19  2.79  0.283
H  3.11  4.57  2.32  0.385
H  3.49  5.32  -0.03  0.366
H  3.17  3.72  -1.92  0.433
H  2.54  1.34  -1.43  0.370
C  -1.29  1.79  3.65  -1.641
H  -0.98  1.55  4.69  0.369
H  -2.35  1.54  3.52  0.361
H  -1.12  2.87  3.47  0.320

The calculation puts the lowest unoccupied orbital energy (spin up / spin down) at -0.093 / -0.093 eV. The energy relative to the best compared isomer or geometry (same formula, charge and spin) comes out at 0.000 eV. Its spin multiplicity is 1. For the total energy, the calculation gives -61116.6546 eV. The value obtained for the frontier orbital gap (spin up / spin down) is 5.23 / 5.23 eV.